(1)
C16H21F4N7O in the gas phase. Source: the Open Molecules 2025 dataset; level of theory: ωB97M-V/def2-TZVPD.

Geometry as XYZ:
```
49
Properties=species:S:1:pos:R:3:lowdin_charge:R:1
N -0.59304 2.53255 -3.40489 0.063
C -0.31092 1.81327 -2.14370 -0.343
C -1.35200 0.87111 -1.58170 -0.104
N -0.59826 -0.03765 -0.70042 -0.027
C -1.16307 -0.74827 0.30714 -0.392
N -0.42678 -1.64885 0.90230 0.137
C -0.93935 -2.20365 1.96644 -0.194
N -2.21416 -2.23470 2.22509 0.153
C -2.91770 -1.41548 1.52880 -0.375
N -4.25144 -1.17921 1.89058 -0.011
C -4.89723 -1.76614 3.12556 -0.178
C -6.30781 -1.57736 2.92654 -0.104
C -6.56290 -1.47581 1.41040 -0.410
F -6.78000 -2.72210 0.88336 0.078
F -7.60477 -0.55287 1.03454 0.014
C -5.23787 -0.94527 0.83623 -0.054
N -2.48211 -0.66200 0.50348 0.211
C 0.85152 -0.11409 -1.11522 -0.029
C 1.03181 1.01753 -2.23930 -0.199
N 2.20410 1.86394 -2.16423 -0.011
C 2.28265 3.16983 -1.67372 -0.053
C 3.62827 3.99797 -1.86439 -0.418
F 3.85605 4.67321 -0.67471 0.057
F 3.63236 4.94382 -2.84386 0.078
C 4.88383 3.09900 -2.16833 -0.103
C 4.74519 1.69305 -1.71894 -0.089
C 3.42451 1.18098 -2.35423 -0.388
O 3.37659 0.00970 -2.59000 0.089
H -0.79077 1.85112 -4.16076 0.093
H 0.12245 3.14785 -3.65701 0.034
H -0.26826 2.61315 -1.43643 0.120
H -2.00047 1.63130 -1.07135 0.140
H -1.92552 0.35363 -2.34593 0.123
H -0.13544 -2.75461 2.48560 0.124
H -4.66894 -2.81301 3.37006 0.117
H -4.56165 -1.28312 4.06808 0.129
H -6.76930 -2.50661 3.34102 0.141
H -6.59655 -0.63224 3.48639 0.153
H -5.41177 0.14762 0.75883 0.138
H -4.94102 -1.35634 -0.08805 0.113
H 1.40686 0.29994 -0.19324 0.152
H 1.17518 -1.04876 -1.56726 0.114
H 0.91273 0.47164 -3.18849 0.152
H 1.52336 3.81992 -2.09273 0.124
H 2.05010 3.05828 -0.68210 0.110
H 4.96470 3.05882 -3.33137 0.166
H 5.75693 3.54824 -1.78426 0.104
H 4.93650 1.67298 -0.58917 0.163
H 5.49560 1.06152 -2.06794 0.095
```

SMILES = N[C@H]1CN(c2ncnc(N3CCC(F)(F)C3)n2)C[C@@H]1N1CC(F)(F)CCC1=O
2S+1 = 1

(2)
4 unconnected molecules or ions with the total composition C17H33N2O6P. Source: the Open Molecules 2025 dataset; level of theory: ωB97M-V/def2-TZVPD.

Geometry as XYZ:
```
59
Properties=species:S:1:pos:R:3:lowdin_charge:R:1
N 1.38125 3.69036 5.79896 -0.296
P 1.58305 2.77809 4.25604 0.748
C 1.84177 1.80565 2.64472 -0.394
C 2.82778 2.17221 1.73762 -0.092
C 2.92040 1.39067 0.61949 -0.090
C 2.12560 0.30430 0.37708 -0.143
N 1.19386 -0.07017 1.25012 0.061
C 1.09594 0.69533 2.32581 -0.187
H 2.27142 4.17891 5.91763 -0.002
H 1.42214 2.97470 6.52614 -0.003
H 2.57599 1.94492 4.86442 0.025
H 1.92644 3.98099 3.58954 0.024
H 0.21409 2.42256 4.26605 0.020
H 3.47341 3.02662 1.90128 0.106
H 3.67874 1.64090 -0.11975 0.097
H 2.26400 -0.29881 -0.51518 0.109
H 0.33025 0.40176 3.04996 0.101
C 1.16334 -3.37535 -0.65875 -0.064
C 0.01157 -2.41116 -0.45770 -0.233
O -0.74226 -2.23989 -1.66889 0.003
C -1.71757 -3.07250 -2.06080 -0.534
C -1.89099 -4.39501 -1.35201 0.016
O -2.39605 -2.78197 -3.01043 0.092
H 0.81534 -4.37308 -0.92998 0.064
H 1.75789 -3.45423 0.25210 0.082
H 1.80663 -3.03184 -1.47072 0.080
H -0.63855 -2.70209 0.36829 0.120
H 0.40467 -1.43174 -0.20839 0.061
H -1.36888 -5.17070 -1.91095 0.095
H -2.95224 -4.62970 -1.31973 0.073
H -1.54243 -4.39548 -0.32242 0.072
C -6.42306 -2.24436 -0.72191 -0.060
C -5.92460 -3.60562 -0.28419 -0.234
O -4.99978 -3.49522 0.80278 -0.009
C -5.36213 -3.39299 2.09471 -0.532
C -6.80923 -3.12641 2.43834 0.010
O -4.51881 -3.45019 2.94593 0.106
H -6.96910 -1.73985 0.07599 0.067
H -7.08219 -2.33665 -1.58547 0.083
H -5.58211 -1.60401 -0.98886 0.086
H -6.73850 -4.29025 -0.03901 0.115
H -5.36914 -4.06333 -1.10169 0.113
H -6.94327 -2.05616 2.58904 0.096
H -7.04112 -3.64909 3.36349 0.091
H -7.51668 -3.47654 1.69032 0.067
C 3.74942 2.75777 -4.15554 -0.061
C 3.52974 3.27088 -2.74737 -0.238
O 4.76791 3.51913 -2.07636 -0.011
C 5.47209 4.66123 -2.20154 -0.530
C 5.09624 5.64749 -3.28296 0.011
O 6.42261 4.84298 -1.49386 0.109
H 4.26995 3.48913 -4.77443 0.067
H 2.79688 2.52080 -4.63021 0.084
H 4.36622 1.85884 -4.13719 0.085
H 2.88856 4.15348 -2.72009 0.117
H 3.02639 2.50533 -2.15903 0.102
H 5.72794 5.47294 -4.15281 0.097
H 5.27764 6.65124 -2.90573 0.091
H 4.05153 5.60516 -3.58186 0.068
```

SMILES = N[PH3]c1cccnc1.CCOC(C)=O.CCOC(C)=O.CCOC(C)=O
2S+1 = 1

(3)
4 unconnected molecules or ions with the total composition C25H53IN4O5S. Source: the Open Molecules 2025 dataset; level of theory: ωB97M-V/def2-TZVPD.

Geometry as XYZ:
```
89
Properties=species:S:1:pos:R:3:lowdin_charge:R:1
N -3.68016 8.26213 -3.51407 0.095
C -5.14263 8.00864 -3.20677 -0.404
C -5.73311 8.59070 -1.79153 -0.037
C -5.00135 8.00975 -0.44277 -0.126
O -4.28585 8.80136 0.37893 -0.070
O -6.17131 8.51329 -4.17615 -0.049
C -7.23828 7.45860 -4.22236 -0.312
O -8.38297 7.42382 -4.90889 0.041
O -6.78238 6.32318 -3.35308 -0.115
C -5.29997 6.41176 -3.56717 -0.577
S -5.18573 6.19813 -5.42377 0.863
C -4.68685 5.27538 -2.55807 -0.129
C -3.81711 4.09469 -3.29056 -0.671
O -2.80818 4.26330 -4.15003 -0.122
I -4.36552 2.00295 -2.73855 0.741
H -3.17100 8.68162 -2.68044 0.110
H -3.14979 7.36158 -3.68599 0.089
H -5.53180 9.76717 -1.79649 0.160
H -6.88696 8.46165 -1.64296 0.146
H -5.16420 6.85755 -0.17625 0.136
H -5.81437 4.98402 -5.84623 -0.030
H -3.94528 5.80593 -1.78934 0.137
H -5.61156 4.77284 -2.00411 0.128
C -7.22823 0.26894 2.34682 -0.093
C -5.91730 -0.33393 1.84926 -0.270
N -4.73667 0.49248 2.11590 -0.189
C -3.53674 0.02892 1.41183 -0.253
C -2.97836 -1.33863 1.79255 -0.087
C -4.52160 0.88620 3.51041 -0.250
C -4.37204 -0.22869 4.54199 -0.090
H -7.39510 1.26354 1.92015 0.078
H -8.06665 -0.36920 2.04754 0.073
H -7.25564 0.34726 3.43788 0.064
H -6.02029 -0.46003 0.76435 0.116
H -5.81162 -1.33964 2.27295 0.096
H -2.74025 0.77639 1.52045 0.112
H -3.75955 0.01543 0.33680 0.089
H -2.44842 -1.30677 2.74697 0.049
H -2.25191 -1.66246 1.03939 0.067
H -3.75307 -2.10834 1.84692 0.070
H -5.35601 1.52439 3.82293 0.100
H -3.64589 1.54291 3.57866 0.114
H -5.09316 -1.03887 4.39853 0.070
H -4.53770 0.17504 5.54727 0.073
H -3.36592 -0.65294 4.53506 0.054
C 1.11461 -1.32767 -1.21666 -0.091
C 1.17721 -0.96297 0.26409 -0.271
N 1.41757 -2.10254 1.15377 -0.187
C 1.21854 -1.78069 2.57054 -0.250
C 2.16284 -0.76340 3.20326 -0.092
C 2.60328 -2.91275 0.86472 -0.249
C 3.95712 -2.20808 0.87363 -0.086
H 0.34811 -2.08627 -1.40672 0.077
H 0.86136 -0.44010 -1.80644 0.073
H 2.07428 -1.69923 -1.58848 0.064
H 0.20856 -0.51578 0.51962 0.107
H 1.93031 -0.17771 0.39951 0.096
H 1.25114 -2.70532 3.16122 0.113
H 0.19219 -1.41008 2.69212 0.094
H 3.14581 -1.19517 3.40354 0.055
H 1.75959 -0.43687 4.16794 0.072
H 2.29129 0.13057 2.58690 0.068
H 2.47297 -3.37926 -0.11843 0.100
H 2.64880 -3.76218 1.55697 0.113
H 3.93200 -1.23476 0.37461 0.070
H 4.69520 -2.82169 0.34472 0.064
H 4.33324 -2.06893 1.88923 0.055
C 6.08296 -6.44346 0.44230 -0.089
C 6.82611 -5.98507 -0.80955 -0.270
N 7.50652 -4.69500 -0.66563 -0.192
C 7.99105 -4.15281 -1.93909 -0.254
C 9.07997 -4.93194 -2.66994 -0.094
C 8.44487 -4.57745 0.45312 -0.251
C 9.61045 -5.56165 0.50114 -0.091
H 5.34993 -5.69660 0.76477 0.069
H 5.54393 -7.37380 0.23336 0.074
H 6.76532 -6.64549 1.27348 0.065
H 6.07754 -5.90055 -1.60708 0.117
H 7.52032 -6.77719 -1.11409 0.095
H 8.33804 -3.12262 -1.78681 0.112
H 7.13129 -4.05866 -2.61545 0.108
H 10.05691 -4.79687 -2.20079 0.055
H 9.17011 -4.56314 -3.69742 0.072
H 8.86362 -6.00217 -2.72807 0.067
H 7.88262 -4.67550 1.38877 0.100
H 8.84837 -3.55840 0.49215 0.115
H 9.31156 -6.58535 0.25682 0.069
H 10.03333 -5.58267 1.51196 0.073
H 10.41763 -5.26476 -0.17162 0.055
```

SMILES = N[C@@]1(CC=O)OC(=O)O[C@]1(S)CC(=O)I.CCN(CC)CC.CCN(CC)CC.CCN(CC)CC
2S+1 = 1

Sequential E_tot output: -40279.711; -42716.047; -61910.597 eV
Sequential maximum force output: 4.583; 2.535; 9.749 eV Å⁻¹